A 10-piece molecular cluster, C78H174N10O14 overall in a non-equilibrium geometry, computed with ωB97M-V/def2-TZVPD.

Element x y z (Å)
C -7.52 2.03 -6.72
C -7.95 2.10 -5.22
C -9.16 3.02 -5.08
C -8.36 0.64 -4.75
C -7.19 -0.35 -4.62
C -6.10 0.22 -3.73
C -5.68 1.64 -4.10
C -4.86 2.28 -2.92
C -4.81 1.58 -5.40
N -6.92 2.46 -4.24
O -6.46 3.86 -4.74
H -6.82 2.88 -6.80
H -7.10 1.08 -6.91
H -8.38 2.25 -7.32
H -8.95 3.95 -5.57
H -10.06 2.52 -5.50
H -9.42 3.33 -4.09
H -8.92 0.77 -3.82
H -9.10 0.25 -5.49
H -7.61 -1.31 -4.24
H -6.74 -0.60 -5.57
H -5.22 -0.46 -3.77
H -6.39 0.34 -2.69
H -5.51 2.52 -2.05
H -4.40 3.18 -3.34
H -4.10 1.54 -2.63
H -5.21 0.91 -6.15
H -3.80 1.40 -5.05
H -4.84 2.57 -5.83
H -6.76 4.36 -3.96
C 2.52 -7.69 3.32
C 2.17 -6.20 3.22
C 1.90 -5.80 1.73
C 0.93 -5.94 4.10
C 1.23 -6.07 5.59
C 2.23 -4.97 5.95
C 3.52 -5.13 5.17
C 4.35 -3.83 5.38
C 4.39 -6.25 5.80
N 3.15 -5.22 3.73
O 4.42 -5.45 2.94
H 3.42 -7.83 2.71
H 2.74 -8.08 4.30
H 1.74 -8.25 2.84
H 2.58 -6.37 1.08
H 0.89 -6.10 1.40
H 1.96 -4.73 1.54
H 0.51 -4.95 3.84
H 0.17 -6.68 3.88
H 0.34 -6.05 6.25
H 1.63 -7.07 5.88
H 2.44 -5.09 6.99
H 1.82 -3.99 5.69
H 5.22 -3.82 4.71
H 4.70 -3.96 6.41
H 3.83 -2.87 5.31
H 4.48 -6.04 6.85
H 5.38 -6.20 5.37
H 3.94 -7.25 5.67
H 4.37 -4.82 2.19
C -0.49 9.03 -2.77
C 0.01 8.20 -3.94
C -0.75 8.55 -5.19
C 1.58 8.40 -4.10
C 2.17 7.35 -4.99
C 1.87 5.93 -4.50
C 0.38 5.71 -4.40
C -0.25 5.62 -5.81
C 0.15 4.37 -3.66
N -0.23 6.81 -3.58
O -1.58 6.56 -3.25
H -0.01 8.73 -1.85
H -0.14 10.05 -2.98
H -1.55 8.97 -2.77
H -0.81 9.60 -5.47
H -0.21 8.06 -6.01
H -1.78 8.15 -5.23
H 1.86 9.39 -4.45
H 1.88 8.45 -3.07
H 1.86 7.43 -6.06
H 3.25 7.55 -5.04
H 2.35 5.75 -3.51
H 2.27 5.11 -5.13
H -1.34 5.75 -5.78
H -0.14 4.59 -6.21
H 0.18 6.25 -6.60
H 0.85 3.60 -4.03
H -0.92 4.14 -3.79
H 0.26 4.54 -2.60
H -2.17 6.61 -4.02
C -5.67 0.45 2.44
C -4.70 1.53 1.96
C -4.59 1.59 0.39
C -5.29 2.89 2.37
C -5.17 3.16 3.92
C -3.74 3.13 4.34
C -3.05 1.80 4.00
C -1.52 2.02 4.09
C -3.49 0.71 4.96
N -3.32 1.49 2.53
O -2.74 0.19 2.30
H -5.24 -0.52 2.20
H -5.82 0.49 3.54
H -6.66 0.64 1.97
H -3.99 2.48 0.21
H -4.18 0.67 -0.02
H -5.52 1.80 -0.10
H -4.71 3.65 1.80
H -6.32 3.11 2.13
H -5.71 4.11 4.09
H -5.74 2.37 4.45
H -3.64 3.29 5.41
H -3.15 3.89 3.78
H -1.10 2.85 3.50
H -1.11 1.05 3.78
H -1.28 2.18 5.11
H -4.54 0.76 5.21
H -3.02 0.95 5.94
H -3.26 -0.29 4.60
H -1.82 0.38 1.90
C 4.24 1.88 8.09
C 3.91 0.77 7.00
C 4.84 -0.41 7.16
C 2.45 0.26 7.17
C 1.38 1.25 6.70
C 1.73 1.64 5.27
C 3.14 2.22 5.06
C 3.35 2.33 3.51
C 3.25 3.68 5.56
N 4.08 1.24 5.62
O 5.39 1.88 5.45
H 5.10 2.44 7.77
H 3.37 2.52 8.19
H 4.33 1.40 9.06
H 4.63 -1.08 6.31
H 5.88 -0.15 7.22
H 4.57 -0.98 8.05
H 2.44 -0.70 6.60
H 2.25 -0.01 8.21
H 0.44 0.74 6.72
H 1.44 2.09 7.37
H 0.99 2.28 4.77
H 1.62 0.77 4.63
H 4.31 2.85 3.28
H 2.50 2.93 3.16
H 3.35 1.31 3.09
H 2.81 3.92 6.53
H 2.72 4.28 4.84
H 4.31 3.93 5.56
H 5.91 1.13 5.12
C -3.45 -3.02 4.12
C -3.77 -3.88 2.88
C -2.61 -4.91 2.72
C -5.03 -4.69 3.16
C -5.56 -5.35 1.91
C -5.86 -4.35 0.82
C -4.60 -3.53 0.49
C -3.59 -4.42 -0.28
C -5.00 -2.37 -0.46
N -3.98 -2.99 1.76
O -2.75 -2.36 1.41
H -3.48 -3.62 5.02
H -2.44 -2.62 4.11
H -4.21 -2.23 4.13
H -1.67 -4.42 2.44
H -2.49 -5.49 3.65
H -2.78 -5.60 1.93
H -4.86 -5.41 3.96
H -5.82 -4.03 3.54
H -4.82 -6.08 1.61
H -6.48 -5.86 2.20
H -6.55 -3.61 1.19
H -6.25 -4.78 -0.10
H -2.62 -3.89 -0.23
H -3.87 -4.54 -1.34
H -3.57 -5.44 0.08
H -4.08 -1.96 -0.86
H -5.50 -1.61 0.19
H -5.67 -2.80 -1.20
H -2.83 -1.47 1.77
C 4.82 5.30 -7.22
O 4.13 4.29 -6.55
C 4.62 3.04 -7.02
C 3.83 1.95 -6.36
N 2.43 1.98 -6.76
C 1.54 1.00 -6.11
C 0.19 0.94 -6.82
O -0.49 2.19 -6.69
C -1.77 2.34 -7.29
H 4.39 6.25 -6.94
H 4.65 5.22 -8.28
H 5.91 5.35 -7.01
H 5.68 2.95 -6.74
H 4.56 2.90 -8.07
H 3.97 2.13 -5.29
H 4.27 0.98 -6.62
H 2.11 2.97 -6.64
H 1.48 1.27 -5.05
H 2.00 0.01 -6.11
H -0.43 0.10 -6.38
H 0.29 0.70 -7.89
H -2.42 1.52 -6.98
H -1.60 2.22 -8.33
H -2.14 3.27 -6.90
C -1.33 -2.78 -2.94
O -0.11 -2.40 -3.50
C 0.98 -2.74 -2.69
C 2.26 -2.07 -2.96
N 2.21 -0.62 -2.82
C 3.46 0.06 -2.97
C 3.39 1.49 -2.51
O 3.34 1.47 -1.11
C 3.19 2.80 -0.59
H -1.44 -3.87 -2.80
H -2.13 -2.39 -3.59
H -1.49 -2.29 -1.97
H 1.07 -3.85 -2.60
H 0.72 -2.47 -1.66
H 2.59 -2.33 -3.97
H 3.00 -2.51 -2.31
H 1.74 -0.34 -1.97
H 3.71 0.04 -4.06
H 4.29 -0.46 -2.44
H 2.54 2.02 -2.93
H 4.26 2.05 -2.91
H 4.14 3.33 -0.72
H 3.12 2.72 0.48
H 2.32 3.26 -1.02
C -1.19 0.64 -3.12
O -0.44 0.66 -1.92
C -1.09 1.41 -0.92
C -0.18 1.60 0.30
N -0.21 0.53 1.26
C 0.43 -0.68 0.80
C 0.68 -1.65 1.93
O 1.55 -1.07 2.87
C 1.72 -1.94 3.96
H -1.37 1.63 -3.59
H -2.18 0.20 -2.96
H -0.71 -0.06 -3.79
H -2.00 0.86 -0.51
H -1.39 2.37 -1.36
H -0.59 2.53 0.73
H 0.85 1.79 0.00
H 0.27 0.80 2.11
H 1.42 -0.48 0.38
H -0.26 -1.15 0.11
H 1.17 -2.52 1.45
H -0.26 -1.95 2.40
H 0.81 -2.29 4.45
H 2.39 -1.48 4.69
H 2.32 -2.79 3.71
C 8.28 -5.79 3.65
O 8.67 -4.99 2.54
C 9.03 -5.74 1.36
C 7.79 -6.09 0.52
N 6.96 -4.87 0.23
C 5.73 -5.30 -0.45
C 4.75 -4.15 -0.49
O 4.56 -3.63 0.82
C 4.25 -2.25 0.86
H 9.10 -6.43 3.92
H 7.36 -6.38 3.42
H 8.11 -5.17 4.52
H 9.56 -6.64 1.69
H 9.63 -5.00 0.81
H 7.22 -6.83 1.07
H 8.15 -6.54 -0.40
H 6.76 -4.41 1.12
H 5.39 -6.24 0.02
H 5.96 -5.56 -1.49
H 3.79 -4.46 -0.91
H 5.16 -3.33 -1.09
H 4.41 -1.85 1.85
H 3.23 -2.03 0.53
H 4.92 -1.65 0.25

## Properties
* E_HOMO: -8.24 eV
* gap between HOMO and LUMO: 8.790 eV
* ΔE to the lowest compared entry with this formula, charge and spin: 0.000 eV
* SMILES: CC1(C)CCCC(C)(C)N1O.CC1(C)CCCC(C)(C)N1O.CC1(C)CCCC(C)(C)N1O.CC1(C)CCCC(C)(C)N1O.CC1(C)CCCC(C)(C)N1O.CC1(C)CCCC(C)(C)N1O.COCCNCCOC.COCCNCCOC.COCCNCCOC.COCCNCCOC



A 2-piece molecular cluster, C2H7BO2 overall in a non-equilibrium geometry, computed with ωB97M-V/def2-TZVPD.

Element x y z (Å)
B 0.70 0.76 0.23
C 1.62 -0.50 -1.70
C -1.86 -0.61 0.90
O 1.50 0.58 -0.68
O -0.76 -0.83 0.09
H 0.48 1.68 0.94
H 0.61 -0.99 -1.66
H 2.30 -1.24 -1.40
H 2.12 -0.08 -2.59
H -2.66 -1.31 0.56
H -2.30 0.38 0.85
H -1.65 -0.89 1.99

## Properties
* E_HOMO (alpha / beta): -4.32 / -10.65 eV
* spin multiplicity: 3
* gap between HOMO and LUMO (alpha / beta): 5.273 / 8.554 eV
* ΔE to the lowest compared entry with this formula, charge and spin: 1.233 eV



IO2V as an isolated structure in a non-equilibrium geometry, computed with ωB97M-V/def2-TZVPD.

Element x y z (Å)
O -0.05 1.41 0.98
V 0.52 0.25 0.07
O 0.94 -1.05 0.94
I -1.40 -0.61 -1.99

## Properties
* E_HOMO: -9.56 eV
* gap between HOMO and LUMO: 6.696 eV
* ΔE to the lowest compared entry with this formula, charge and spin: 0.491 eV



A 2-piece molecular cluster, C9H14O overall in a non-equilibrium geometry, computed with ωB97M-V/def2-TZVPD.

Element x y z (Å)
C -1.85 2.39 -1.59
C -1.44 1.23 -0.74
C -2.28 0.82 0.32
C -1.99 -0.39 1.07
C -0.87 -1.13 0.51
O -0.43 -2.36 1.02
C -0.12 -0.68 -0.61
C -0.37 0.50 -1.21
H -1.42 3.27 -1.15
H -2.95 2.38 -1.77
H -1.57 2.44 -2.67
H -3.00 1.56 0.81
H -2.39 -0.82 1.90
H -1.17 -2.83 1.49
H 0.67 -1.35 -0.85
H 0.32 1.08 -1.88
C 2.34 -0.16 1.13
C 2.92 -1.30 0.22
H 3.05 0.13 1.88
H 2.23 0.63 0.38
H 1.39 -0.36 1.58
H 2.25 -2.18 0.34
H 3.81 -1.68 0.70
H 2.87 -1.17 -0.88

## Properties
* E_HOMO: -8.32 eV
* gap between HOMO and LUMO: 9.119 eV
* ΔE to the lowest compared entry with this formula, charge and spin: 1.904 eV
* SMILES: Cc1ccc(O)cc1.CC



C20H27AsBrMnN2O4PS4 as an isolated structure, computed with ωB97M-V/def2-TZVPD.

Element x y z (Å)
Mn -0.43 -1.47 -0.80
S -5.30 -1.92 -3.72
As -5.77 -1.07 -1.95
S -1.61 -1.53 -2.69
S -2.79 -2.72 -1.53
S -4.14 -1.52 -0.51
Br 3.76 4.01 -3.38
C 3.06 2.35 -2.84
C 3.67 1.64 -1.82
C 3.12 0.43 -1.43
C 1.97 -0.07 -2.03
C 1.39 0.64 -3.09
C 1.94 1.85 -3.48
N 1.38 -1.28 -1.51
C 2.19 -2.28 -1.35
C 1.65 -3.44 -0.70
C 2.36 -4.62 -0.50
C 1.73 -5.67 0.13
C 0.41 -5.52 0.54
C -0.23 -4.32 0.31
N 0.37 -3.29 -0.30
H 4.55 2.03 -1.33
H 3.57 -0.12 -0.62
H -0.05 0.72 -4.35
H 1.49 2.40 -4.29
H 3.22 -2.26 -1.70
H 3.39 -4.70 -0.84
H 2.25 -6.61 0.30
H -0.12 -6.32 1.03
H -1.26 -4.15 0.61
C 0.26 1.01 3.41
C 1.06 1.03 2.12
C 2.11 2.14 2.15
C 1.73 -0.32 1.90
O 0.19 1.41 1.03
P -0.80 0.45 0.16
O -1.17 -0.78 1.03
O 0.36 0.08 -3.75
O -1.97 1.48 -0.15
C -2.80 2.31 0.71
C -2.05 3.59 1.05
C -3.20 1.55 1.96
C -4.01 2.63 -0.15
H 0.92 0.80 4.26
H -0.50 0.23 3.37
H -0.23 1.97 3.58
H 2.82 1.96 2.96
H 1.63 3.10 2.31
H 2.64 2.18 1.20
H 2.44 -0.50 2.71
H 2.28 -0.32 0.96
H 1.00 -1.12 1.89
H -1.16 3.37 1.65
H -2.70 4.27 1.61
H -1.73 4.09 0.14
H -2.34 1.32 2.58
H -3.68 0.61 1.69
H -3.90 2.15 2.54
H -3.70 3.12 -1.08
H -4.70 3.28 0.39
H -4.54 1.71 -0.41

## Properties
* E_HOMO (alpha / beta): -7.04 / -7.41 eV
* spin multiplicity: 2
* gap between HOMO and LUMO (alpha / beta): 6.105 / 6.473 eV



An isolated ion of composition CHF3NO2S and charge -1 in a non-equilibrium geometry, computed with ωB97M-V/def2-TZVPD.

Element x y z (Å)
N -0.82 -1.14 -1.18
S 0.40 -0.25 -0.78
O 0.53 1.02 -1.47
O 1.67 -1.01 -0.55
C -0.10 0.29 1.01
F 0.71 1.39 1.22
F -1.33 0.68 1.32
F 0.22 -0.67 1.92
H -1.29 -0.32 -1.50

## Properties
* E_HOMO: -5.05 eV
* gap between HOMO and LUMO: 9.178 eV
* ΔE to the lowest compared entry with this formula, charge and spin: 1.022 eV
* SMILES: N=[S@](=O)([O-])C(F)(F)F
* net charge: -1



C6H8O3 in the gas phase in a non-equilibrium geometry, computed with ωB97M-V/def2-TZVPD.

Element x y z (Å)
C -2.38 0.95 1.26
O -1.13 1.78 1.26
C -0.07 0.87 0.97
C 1.23 0.77 1.49
C 1.87 -0.30 0.84
C 0.96 -0.66 -0.13
O 1.12 -1.61 -1.12
C 0.64 -1.38 -2.51
O -0.18 0.06 -0.10
H -2.16 -0.07 1.63
H -3.16 1.41 1.84
H -2.71 0.96 0.18
H 1.58 1.46 2.19
H 2.86 -0.67 0.87
H -0.39 -1.19 -2.58
H 1.04 -2.07 -3.23
H 0.90 -0.32 -2.85

## Properties
* E_HOMO: -7.62 eV
* gap between HOMO and LUMO: 8.508 eV
* ΔE to the lowest compared entry with this formula, charge and spin: 2.921 eV
* SMILES: COc1ccc(OC)o1



An isolated ion of composition C4H12NO and charge +1 in a non-equilibrium geometry, computed with ωB97M-V/def2-TZVPD.

Element x y z (Å)
C 0.68 2.54 0.21
C -0.32 1.41 0.06
C 0.16 -0.01 -0.35
N 1.05 -0.59 0.84
C -1.08 -0.98 -0.40
O -0.59 -2.25 -0.56
H 1.75 2.25 0.34
H 1.01 2.93 -0.81
H 0.43 3.20 0.98
H -1.37 1.67 -0.38
H -0.92 1.26 1.06
H 0.79 -0.08 -1.27
H 0.37 -0.57 1.68
H 1.99 -0.16 1.01
H 1.20 -1.59 0.66
H -1.88 -0.62 -1.00
H -1.60 -1.27 0.56
H -0.99 -2.64 -1.37

## Properties
* E_HOMO: -14.80 eV
* gap between HOMO and LUMO: 11.437 eV
* ΔE to the lowest compared entry with this formula, charge and spin: 2.404 eV
* SMILES: CC[C@@H]([NH3+])CO
* net charge: +1



C3H3CaO4 as an isolated structure in a non-equilibrium geometry, computed with ωB97M-V/def2-TZVPD.

Element x y z (Å)
C -1.98 0.50 -0.07
C -1.55 -0.93 0.04
O -0.38 -1.21 0.28
O -0.96 1.38 0.12
H -2.81 0.61 0.68
H -2.31 -1.73 -0.04
Ca 0.85 0.58 0.41
O 2.89 0.57 0.21
O 4.97 -0.13 -0.32
C 3.77 -0.22 -0.25
H -2.49 0.58 -1.06

## Properties
* E_HOMO (alpha / beta): -6.81 / -9.83 eV
* spin multiplicity: 2
* gap between HOMO and LUMO (alpha / beta): 6.490 / 9.320 eV



C5H10EuN2O as an isolated structure in a non-equilibrium geometry, computed with ωB97M-V/def2-TZVPD.

Element x y z (Å)
C -1.98 -0.58 0.14
C -0.66 0.02 -0.24
N -0.52 0.15 -1.68
C 0.61 -0.71 0.34
C 1.66 0.41 0.43
C 0.79 1.72 0.49
O 1.29 2.79 0.62
N -0.53 1.36 0.35
H -2.06 -0.76 1.21
H -2.16 -1.52 -0.37
H -2.79 0.10 -0.13
H -1.30 -0.24 -2.19
H 0.31 -0.23 -2.11
H 0.41 -1.21 1.29
H 0.97 -1.46 -0.36
H 2.37 0.39 1.26
H 2.22 0.48 -0.51
H -1.10 1.56 1.16
Eu 2.46 -2.26 0.30

## Properties
* E_HOMO (alpha / beta): -16.72 / -16.73 eV
* spin multiplicity: 8
* gap between HOMO and LUMO (alpha / beta): 6.662 / 6.898 eV
* net charge: +2



An isolated ion of composition C2H4NO2 and charge -2 in a non-equilibrium geometry, computed with ωB97M-V/def2-TZVPD.

Element x y z (Å)
O -1.78 -0.48 -0.11
C -0.75 0.26 0.14
O -0.70 1.38 0.76
C 0.56 -0.28 -0.47
N 2.28 -0.77 -0.26
H 0.95 -1.11 0.12
H 0.25 -0.61 -1.48
H 2.48 -0.28 0.56
H 1.40 0.36 -0.59

## Properties
* E_HOMO (alpha / beta): 3.92 / 2.00 eV
* spin multiplicity: 2
* gap between HOMO and LUMO (alpha / beta): 3.594 / 5.459 eV
* net charge: -2



C3H4F3NO2S in the gas phase in a non-equilibrium geometry, computed with ωB97M-V/def2-TZVPD.

Element x y z (Å)
C -2.28 0.34 0.59
S -1.44 -1.04 -0.36
N -1.43 -2.47 -0.28
O 0.33 -0.27 -0.57
C 1.14 0.19 0.30
O 0.95 0.47 1.43
C 2.65 0.35 -0.31
F 3.39 0.93 0.56
F 2.72 1.05 -1.47
F 3.12 -0.82 -0.60
H -1.94 0.55 1.70
H -2.18 1.25 -0.02
H -3.27 0.04 0.74
H -1.76 -0.58 -1.71

## Properties
* E_HOMO: -10.49 eV
* gap between HOMO and LUMO: 9.953 eV
* ΔE to the lowest compared entry with this formula, charge and spin: 3.180 eV
* SMILES: C[S@H](#N)OC(=O)C(F)(F)F



CH2N4O in the gas phase in a non-equilibrium geometry, computed with ωB97M-V/def2-TZVPD.

Element x y z (Å)
C -0.22 -0.45 0.12
N -1.22 0.16 0.34
N -1.36 1.62 0.19
N -0.36 2.15 -0.21
N 0.58 -1.46 -0.01
O 0.73 1.66 -0.49
H 0.31 -2.36 0.35
H 1.55 -1.32 -0.27

## Properties
* E_HOMO (alpha / beta): -9.32 / -9.32 eV
* gap between HOMO and LUMO (alpha / beta): 9.241 / 9.242 eV
* ΔE to the lowest compared entry with this formula, charge and spin: 3.848 eV



Respective calculated total energy values: -4676.8031 -255.5099 -1392.1534 -426.5028 -9083.7781 -941.7664 -459.0429 -289.2865 -1094.6960 -1090.8759 -283.5444 -1019.5794 -333.4064 Eh.